The following is a quantum chemistry calculation of C4H11N2O as an isolated structure, from OMol25.

## Properties
total charge	+1
HOMO level	-13.76	eV
2S+1	1
energy	-343.3672	Ha
LUMO level	-3.441	eV

Cartesian coordinates (Å):
C: -1.6765 1.0628 -0.7137
H: -1.4033 -1.8510 -0.1037
H: 1.6891 1.6025 1.2466
C: 0.9292 0.4163 -0.4015
H: 0.9009 0.1422 1.5487
H: -2.5458 0.5633 -0.2870
H: -0.2668 -2.2155 1.1698
H: -1.7482 2.1057 -0.8565
H: 0.2439 -1.3231 -1.6341
O: -0.8698 -0.2071 1.1000
H: 1.4657 -1.5746 -0.4324
C: -0.5417 -1.4052 0.4107
H: 2.5351 0.1392 1.1482
N: 1.5984 0.6005 0.9395
N: -0.7561 0.9776 0.3008
H: 1.1683 1.2162 -1.1070
H: -1.3141 0.7882 -1.6942
C: 0.5917 -1.0379 -0.6341

Force components x, y, z for each atom (eV/Å):
C -1.02 -0.22 -1.34
H 0.09 0.45 -0.13
H -0.36 -1.05 -0.59
C -3.54 1.64 1.63
H -0.19 0.25 0.47
H -0.57 0.28 -0.94
H -0.04 1.44 -0.79
H -1.15 1.39 0.03
H 0.32 0.63 0.13
O -0.25 0.31 0.27
H 1.35 -1.26 0.23
C 0.20 -1.18 -0.07
H -1.26 0.53 -0.85
N 1.43 0.07 0.45
N 6.18 -2.12 1.76
H 0.26 -0.74 -0.04
H -0.31 -1.24 -0.38
C -1.11 0.83 0.17

---

The following is a quantum chemistry calculation of an isolated ion of composition C4H11N2O and charge +1, from OMol25.

## Properties
total charge	+1
HOMO level	-12.82	eV
2S+1	1
SMILES	ON1CC[NH2+]CC1
energy	-343.4268	Ha
LUMO level	-3.673	eV

Cartesian coordinates (Å):
H: -1.5019 -0.3619 1.1839
H: 0.5862 1.0383 -1.5446
C: -0.4587 1.2507 0.3734
C: 0.5523 -1.3938 -0.2717
H: -1.6016 -1.8395 -0.5725
H: -0.1709 1.2846 1.4354
H: 0.5005 -1.9522 0.6738
H: 1.8034 0.4535 1.6589
C: 0.8402 1.0182 -0.4756
H: -2.3005 0.4570 -0.0494
H: 1.4818 1.8892 -0.3052
C: -0.9121 -0.9920 -0.6568
H: -0.9672 -0.6242 -1.6864
O: 2.1457 -0.2265 1.0660
N: 1.4688 -0.2449 -0.1527
N: -1.4141 0.0741 0.2698
H: 0.8978 -2.0330 -1.0941
H: -0.9498 2.2024 0.1478

Force components x, y, z for each atom (eV/Å):
H -0.41 0.17 0.13
H 0.15 -0.09 0.25
C 1.33 0.18 0.62
C -1.01 0.24 -0.16
H 0.28 0.11 0.00
H -0.14 0.16 -0.33
H 0.38 0.08 -0.26
H -0.32 0.10 0.04
C -1.15 0.15 0.14
H -0.32 -0.42 0.20
H 0.18 -0.42 0.05
C 0.58 -0.40 -0.33
H -0.03 0.08 0.30
O 0.43 -0.37 0.40
N -0.38 0.47 -0.82
N 0.59 0.47 -0.55
H -0.02 -0.12 0.44
H -0.13 -0.41 -0.13

---

The following is a quantum chemistry calculation of an isolated ion of composition C4H11N2O and charge +1, from OMol25.

## Properties
total charge	+1
HOMO level	-14.58	eV
2S+1	1
SMILES	C[C@H]([NH3+])CC(N)=O
energy	-343.5610	Ha
LUMO level	-3.063	eV

Cartesian coordinates (Å):
N: -0.0151 -0.1846 1.6834
H: 0.9574 0.1886 1.5825
C: 1.3293 0.8361 -0.6639
C: -0.4439 -0.7206 0.3196
H: 1.4950 1.1254 -2.6756
H: -0.1154 -0.9098 2.3914
O: 1.9038 0.9830 0.4257
C: -0.0817 0.3291 -0.7143
H: 2.8802 1.5901 -1.7180
H: -0.5850 1.3047 -0.5990
C: -1.8769 -1.1341 0.3244
N: 1.9450 1.2012 -1.7924
H: -0.5417 0.6330 1.9799
H: -0.3503 -0.0117 -1.7148
H: -2.1151 -1.7568 1.1890
H: -2.5684 -0.2921 0.4029
H: 0.2750 -1.5309 0.1855
H: -2.0925 -1.6507 -0.6064

Force components x, y, z for each atom (eV/Å):
N -0.40 -0.05 0.07
H 0.34 -0.10 -0.27
C 1.46 -0.02 0.50
C 1.29 0.85 0.51
H -0.07 -0.01 -0.56
H 0.14 0.07 0.09
O -0.28 -0.29 -0.08
C -0.25 1.07 -0.77
H -0.34 -0.07 -0.10
H -0.66 -0.49 0.25
C -0.56 0.00 0.24
N -0.02 -0.07 0.49
H -0.46 0.02 0.00
H 0.00 -0.16 0.08
H 0.12 -0.34 -0.24
H 0.22 0.21 -0.17
H -0.40 -0.37 -0.10
H -0.15 -0.21 0.08

---

The following is a quantum chemistry calculation of an isolated ion of composition C4H11N2O and charge +1, from OMol25.

## Properties
total charge	+1
HOMO level	-13.73	eV
2S+1	1
SMILES	CNC(=O)[C@H](C)[NH3+]
energy	-343.4702	Ha
LUMO level	-3.677	eV

Cartesian coordinates (Å):
H: 1.8781 -0.7953 -2.1139
H: 1.0652 -1.8673 -1.1967
H: -1.6766 2.1085 0.5286
N: -0.8879 0.3899 1.3218
H: -1.2151 -0.1406 2.1136
H: 0.1411 0.1955 -2.5670
H: 1.3172 1.0143 -0.2848
N: 1.6457 -0.9965 -1.0490
H: -1.3078 0.1691 -1.5391
H: -1.4208 2.2725 2.1375
O: -0.2987 -1.6279 0.6869
C: -0.2861 -0.4231 0.4622
C: 0.8235 0.1094 -0.5950
H: -0.3955 1.6111 -1.7677
H: 2.4772 -1.2621 -0.4701
C: -0.9002 1.8019 1.2327
H: 0.0940 2.2476 1.0177
C: -0.2825 0.4645 -1.6437

Force components x, y, z for each atom (eV/Å):
H 0.35 -0.32 2.68
H 0.18 0.75 1.11
H 0.52 0.14 -0.74
N 0.22 -0.14 -0.42
H -0.42 0.29 0.14
H -0.10 -0.57 -1.79
H 0.77 -0.26 0.09
N 0.43 -1.05 -3.26
H -0.18 -1.00 0.35
H 1.52 -0.84 -0.69
O -0.12 -0.14 -1.39
C 3.71 -1.71 2.09
C -5.49 0.52 1.35
H 0.48 -1.70 0.47
H -0.76 0.48 -0.63
C -1.71 2.11 1.06
H -0.76 -0.11 0.31
C 1.36 3.56 -0.73

---

The following is a quantum chemistry calculation of a 3-piece molecular cluster, C4H11N2O overall, from OMol25.

## Properties
total charge	+1
HOMO level (alpha / beta)	-13.31 / -12.44	eV
2S+1	1
energy	-343.3263	Ha
LUMO level (alpha / beta)	-5.752 / -6.565	eV

Cartesian coordinates (Å):
H: -1.1695 -2.4346 0.8182
H: 3.4184 3.1224 -0.4595
H: -3.7278 0.5095 -0.4464
C: 0.9729 -2.2978 0.0223
H: 0.9598 -1.2748 0.2738
H: 1.8788 3.2748 0.5193
N: -0.7019 0.7518 0.3251
H: 0.2475 0.3825 0.2367
H: -2.9496 1.8189 0.1818
N: -2.8115 0.9065 -0.2789
C: 2.4708 2.5676 -0.2033
C: -1.7347 0.2374 -0.2961
H: -0.7160 1.7770 0.6470
O: 2.2423 1.3949 -0.3497
H: 1.3637 -2.6955 1.0130
C: -0.4384 -2.6468 -0.0556
H: 1.6314 -2.5796 -0.8505
H: -0.9362 -2.8142 -1.0973

Force components x, y, z for each atom (eV/Å):
H 1.45 -0.84 -1.42
H -0.52 -0.90 -0.74
H 0.46 -0.33 -0.55
C 0.32 -3.02 0.48
H 0.27 1.77 0.07
H 0.03 -1.22 -1.24
N 1.26 2.25 0.55
H -0.63 0.44 -0.17
H 0.66 -0.35 -0.15
N -3.81 1.84 0.29
C 0.54 1.35 2.38
C 2.43 -2.44 0.63
H 0.09 -1.93 -0.51
O -0.10 0.68 -0.34
H -0.14 0.16 -1.05
C -2.25 2.22 -1.41
H -0.94 0.55 1.04
H 0.87 -0.23 2.13

---

The following is a quantum chemistry calculation of an isolated ion of composition C4H11N2O and charge +2, from OMol25.

## Properties
total charge	+2
HOMO level (alpha / beta)	-21.38 / -21.37	eV
⟨S²⟩	0.758
2S+1	2
energy	-342.9402	Ha
LUMO level (alpha / beta)	-9.412 / -14.182	eV

Cartesian coordinates (Å):
H: 2.4748 1.8377 -0.9113
C: 1.4270 1.6211 -0.6628
H: -2.3014 -0.1751 -0.5555
C: -0.5690 -0.7845 1.1922
H: -1.3118 0.4706 -1.9020
H: -0.7034 -2.8955 0.9663
H: 0.9524 1.5339 -1.6430
C: -1.3807 0.3651 -0.8192
H: 0.7506 2.3117 -0.1574
H: -1.2990 -2.0787 2.4133
N: 1.4058 0.2766 -0.0098
H: 1.8124 -0.4625 -0.6045
C: -0.2128 -0.4311 -0.2779
H: 1.5968 0.0247 0.9874
O: -0.5319 0.0923 2.0730
H: -1.2422 1.4674 -0.4594
H: 0.1476 -1.1423 -1.0556
N: -1.0153 -2.0312 1.4261

Force components x, y, z for each atom (eV/Å):
H -0.37 0.75 0.79
C 0.37 -0.20 -0.62
H 0.03 0.61 0.09
C -0.40 -3.04 -2.32
H -0.08 -0.43 -0.04
H -0.18 0.54 -0.17
H 0.06 -0.55 -0.03
C 1.49 2.63 0.14
H 1.03 0.25 0.54
H -0.19 -0.97 -0.28
N -3.72 -2.30 -1.31
H 0.90 0.93 0.50
C 2.28 1.09 0.45
H 0.53 1.38 -0.95
O -0.11 0.08 0.01
H -1.16 -1.95 -0.12
H -0.88 -0.69 1.42
N 0.40 1.88 1.88

---

The following is a quantum chemistry calculation of an isolated ion of composition C4H11N2O and charge +2, from OMol25.

## Properties
total charge	+2
HOMO level (alpha / beta)	-21.07 / -20.84	eV
⟨S²⟩	0.776
2S+1	2
energy	-342.9859	Ha
LUMO level (alpha / beta)	-8.633 / -13.219	eV

Cartesian coordinates (Å):
O: 0.5142 -1.6359 -0.3202
H: 1.5595 2.2520 0.7031
H: -0.9090 -2.5845 0.7707
H: -2.3715 -2.2985 1.3925
H: -2.1964 -2.2383 -0.1707
H: 1.4603 1.2168 -2.3384
H: 1.8404 -0.4452 -1.6234
C: 0.1736 -0.4370 -0.1301
C: 1.7447 0.6071 -1.4637
H: 0.2031 2.7570 -0.4206
C: 0.5846 2.0375 0.2813
N: -1.7372 -1.9738 0.6745
H: 2.7202 0.9000 -1.0019
H: -0.2406 1.7880 1.0695
H: -2.0362 0.2417 0.5891
N: 0.7873 0.7236 -0.3912
C: -1.1602 -0.4621 0.6637
H: -0.9367 -0.4487 1.7158

Force components x, y, z for each atom (eV/Å):
O 1.31 3.78 -0.92
H 0.09 0.50 0.23
H -0.25 0.14 -0.27
H -0.47 0.87 0.94
H -0.32 -0.10 -1.30
H 0.22 -0.07 0.29
H 0.07 -0.51 -0.94
C -3.73 -5.27 2.22
C 1.19 0.13 1.02
H 0.13 0.45 -0.48
C -2.39 -2.82 1.76
N 1.83 0.92 -0.38
H -0.38 0.45 -0.66
H 1.78 1.14 -1.09
H 1.07 -0.62 -0.76
N 1.46 1.43 -1.81
C -2.20 -1.10 1.55
H 0.60 0.67 0.63

---

The following is a quantum chemistry calculation of a 2-piece molecular cluster, C4H11N2O2 overall, from OMol25.

## Properties
total charge	-1
HOMO level	-4.04	eV
2S+1	1
energy	-419.0255	Ha
LUMO level	3.916	eV

Cartesian coordinates (Å):
C: -0.1069 -1.4171 1.6151
H: 0.1566 2.3197 -2.6625
C: -0.4024 0.0558 1.8968
N: 0.9881 -1.9001 2.4653
H: -1.0079 0.6847 -0.0127
H: -0.2726 -1.1774 -1.6251
H: 0.5736 0.5833 1.8771
H: 0.1133 -1.5521 0.5560
H: 0.9036 -2.8744 2.6990
H: -1.0076 -2.0016 1.8276
H: -0.7692 0.1291 2.9308
C: 0.1487 -0.1784 -1.8533
H: 1.8775 -1.7569 2.0118
H: -0.7899 2.8635 -1.2712
C: -0.0601 2.1257 -1.6085
O: -1.3287 0.5971 1.0380
H: 0.8678 2.2752 -1.0448
O: 1.2006 -0.0990 -2.5011
N: -0.6145 0.7950 -1.3895

Force components x, y, z for each atom (eV/Å):
C -0.10 -0.21 0.13
H 0.10 -0.03 -0.05
C 0.45 -0.09 -0.08
N -0.02 0.24 0.26
H -0.31 -0.47 0.76
H 0.03 -0.11 0.02
H -0.08 0.02 -0.02
H -0.04 0.09 -0.11
H -0.01 -0.20 -0.12
H 0.03 0.03 0.01
H 0.06 0.03 0.00
C -0.44 -0.01 -0.04
H 0.10 -0.03 -0.02
H 0.00 0.05 0.06
C -0.26 -0.14 -0.02
O -0.46 0.36 -0.49
H 0.09 0.07 -0.06
O 0.46 -0.05 -0.27
N 0.40 0.45 0.04

---

The following is a quantum chemistry calculation of an isolated ion of composition C4H11N2O2 and charge +1, from OMol25.

## Properties
total charge	+1
HOMO level	-13.58	eV
2S+1	1
SMILES	[NH3+]CC(=O)NCCO
energy	-418.7634	Ha
LUMO level	-3.551	eV

Cartesian coordinates (Å):
H: 2.3717 -2.0429 -0.9007
H: -1.1852 0.8035 -0.7990
H: -0.4271 -1.3790 -1.5692
H: -2.0207 2.1134 2.6159
H: 0.8189 -0.1777 -1.7533
C: -1.0845 0.8182 0.2815
C: 0.7260 -0.8716 0.2732
H: -1.8985 2.8052 0.5389
N: 1.6033 -2.0992 -1.5943
H: -0.0683 2.6851 0.7440
H: -2.0581 0.4514 0.6390
O: -1.1212 2.0767 2.3142
H: 1.9409 -1.9176 -2.5295
N: -0.0097 0.0583 0.8622
H: 1.2622 -3.0498 -1.5036
C: 0.5621 -1.0970 -1.2216
C: -1.0448 2.2450 0.9099
H: 0.0886 0.1624 1.8643
O: 1.5444 -1.5842 0.8279

Force components x, y, z for each atom (eV/Å):
H -0.24 0.20 0.17
H 0.68 0.07 -0.18
H 0.01 -0.36 0.18
H -0.65 0.05 0.17
H -0.03 -0.02 0.02
C -1.39 1.14 0.98
C -0.31 -0.42 0.23
H 0.25 0.39 -0.22
N -0.12 0.06 0.17
H -0.09 0.46 -0.38
H 0.22 -0.41 -0.07
O 0.70 -0.03 0.00
H 0.16 -0.25 -0.36
N -0.03 -0.24 -0.40
H -0.14 -0.29 -0.19
C 0.36 0.94 -0.49
C -0.01 -1.22 -0.03
H 0.09 0.00 0.07
O 0.54 -0.07 0.35

---

The following is a quantum chemistry calculation of an isolated molecule of C4H11N2O2PS, from OMol25.

## Properties
HOMO level	-9.13	eV
2S+1	1
energy	-1158.4902	Ha
LUMO level	-0.412	eV

Cartesian coordinates (Å):
C: -0.5583 2.7669 -1.0359
S: -0.7009 -1.0487 -0.9667
N: 0.4515 1.9829 -0.3254
H: -0.1241 -3.1959 -0.6075
H: -1.2566 -2.6891 0.6793
H: 1.6348 -1.6197 0.2002
N: 1.3549 0.0676 1.2809
C: 2.1972 -0.7072 0.3675
H: -0.4520 2.6939 -2.2006
H: -0.2683 3.8300 -0.8292
O: -2.6291 0.8813 0.4722
C: 0.0864 0.9248 0.3596
H: 0.7570 -0.5501 1.8817
P: -1.4747 0.0124 0.7515
H: 3.0824 -0.8086 1.0167
C: -1.0674 -2.7405 -0.3901
H: -1.8511 -3.2383 -0.8703
H: -1.4602 2.2324 -0.7567
H: 1.3796 2.2423 -0.3522
O: -1.4303 -0.8396 1.9635
H: 2.3290 -0.1969 -0.6385

Force components x, y, z for each atom (eV/Å):
C 1.55 0.44 -2.33
S -1.58 -0.18 -0.10
N -2.88 -2.65 0.70
H 0.33 -1.00 0.18
H 0.14 -0.10 0.04
H 0.74 -0.57 -0.40
N -3.83 3.36 -2.00
C -0.56 0.51 0.30
H 0.07 -0.27 2.07
H -1.39 -0.78 0.24
O -0.07 0.37 -0.40
C 4.39 -1.52 3.53
H 0.56 0.65 -0.85
P -0.93 0.26 -0.76
H 0.26 -0.47 -1.15
C 1.57 0.98 0.77
H -1.22 -0.36 -1.01
H -0.87 1.24 0.15
H 2.49 0.43 -0.06
O 0.96 0.17 -0.38
H 0.29 -0.53 1.45

---

The following is a quantum chemistry calculation of an isolated ion of composition C4H11N2O2S and charge +1, from OMol25.

## Properties
total charge	+1
HOMO level	-13.71	eV
2S+1	1
SMILES	CCC([C@H](N)[NH3+])=S(=O)=O
energy	-816.8086	Ha
LUMO level	-6.000	eV

Cartesian coordinates (Å):
H: -1.4527 2.1588 -0.9204
O: 1.5422 1.7334 -1.6319
C: 0.8410 -0.7500 1.2573
C: 0.5886 0.1668 0.1691
H: 1.9734 -0.7940 1.2301
O: 3.0913 0.9827 0.2809
H: -1.0757 -1.8268 -1.8448
H: 1.2323 -0.7391 3.2022
H: -0.6180 -0.6475 2.7368
N: -0.5647 -0.9366 -1.9450
C: -0.6502 -0.0188 -0.8756
N: -0.9028 1.3996 -1.4825
H: 0.3391 -1.7694 1.1002
H: 0.3510 -0.8879 -2.4019
S: 1.9669 0.7697 -0.6078
H: 0.5640 0.7888 2.5461
H: -1.3972 1.2753 -2.3648
C: 0.4331 -0.3122 2.6454
H: 0.1382 1.7109 -1.5452
H: -1.4389 -0.2173 -0.2107

Force components x, y, z for each atom (eV/Å):
H 1.19 -2.09 -0.82
O 1.56 -0.04 -0.30
C 0.96 -2.69 -0.74
C -0.63 -0.20 -3.57
H -1.28 -0.74 0.37
O -0.42 -0.07 -1.45
H 0.89 0.80 -0.23
H -0.29 -0.28 1.54
H 0.80 0.45 1.01
N 0.21 0.35 0.48
C 1.26 1.22 0.95
N -1.03 1.00 1.73
H 1.15 1.15 -0.28
H -0.74 -0.87 0.07
S -0.61 0.80 2.50
H -0.46 -0.53 1.22
H 0.35 0.05 -0.18
C -0.52 1.65 -1.84
H -1.06 0.56 -1.05
H -1.32 -0.51 0.58

---

The following is a quantum chemistry calculation of C4H11N2Se as an isolated structure, from OMol25.

## Properties
total charge	+1
HOMO level	-12.45	eV
2S+1	1
energy	-2669.6656	Ha
LUMO level	-3.304	eV

Cartesian coordinates (Å):
H: 0.2475 2.6665 0.2994
C: -0.6441 -0.5739 0.3414
H: -1.2067 -1.6130 -1.3263
C: -0.2643 0.7321 -0.3479
H: -0.5784 1.7866 1.4595
H: 1.1221 -2.3239 0.0375
C: 1.1290 -1.4236 0.6398
C: 0.9657 0.5582 -1.2289
H: -1.8667 -2.1753 0.1036
H: 0.7865 -0.1779 -2.0113
H: -0.9960 -0.4398 1.3618
Se: 2.3829 -0.1287 -0.0101
H: -1.1156 1.0963 -0.9306
N: -1.5044 -1.3730 -0.3899
H: 1.2924 1.4874 -1.6957
N: 0.1051 1.7312 0.6971
H: 1.0459 1.3645 1.0342
H: 1.2398 -1.6360 1.6960

Force components x, y, z for each atom (eV/Å):
H -0.05 -0.20 0.13
C 3.28 -1.15 0.79
H -0.01 -0.07 0.12
C -0.28 -0.44 -0.38
H 0.20 0.01 -0.16
H -0.08 -0.06 -0.06
C -2.75 1.42 -0.33
C 0.44 -0.19 0.25
H 0.02 0.03 -0.07
H -0.05 0.05 0.05
H -0.10 0.06 -0.02
Se -0.15 0.16 -0.41
H 0.07 0.09 0.18
N -0.52 -0.18 -0.46
H 0.02 -0.02 -0.02
N 0.21 0.12 0.28
H -0.34 0.35 0.07
H 0.10 0.02 0.05